No. 1
C3H8OS2 | ωB97M-V/def2-TZVPD

```
14
Properties=species:S:1:pos:R:3:forces:R:3
C -1.46109 3.58955 1.00237 -0.772 -1.026 -0.336
S -1.46077 1.76902 0.88738 -1.973 -0.442 -0.324
S -3.60055 1.54976 0.88871 1.062 -0.138 0.601
H -2.37037 3.94230 0.42526 1.158 -0.175 1.023
H -0.55733 3.83120 0.41672 -0.169 0.628 1.020
H -1.52585 3.66062 2.12032 0.401 1.294 -1.337
H -3.85991 1.74230 2.22363 0.295 -0.142 -0.647
C 1.59430 -3.39328 -0.48133 -1.617 -2.310 2.087
C 2.41486 -2.91566 -1.35801 0.133 1.784 -0.129
O 2.11364 -1.96682 -2.29191 -0.742 -0.177 -0.717
H 1.86668 -3.94574 0.46378 0.224 0.376 -1.624
H 0.53838 -3.44682 -0.68426 -0.401 0.802 0.159
H 3.43386 -3.03457 -1.32098 2.439 -0.578 0.615
H 2.87413 -1.38186 -2.29167 -0.037 0.105 -0.390
```
Positions in Å, forces in eV/Å.

For the energy relative to the best compared isomer or geometry (same formula, charge and spin), the calculation gives 46.0 kcal per mole. Its structure (SMILES) is C=CO.CSS. The value obtained for the calculated total energy is -990.6374 hartree. Its HOMO-LUMO gap is 9.39 eV. As for the net charge: 0.

natural (NBO) population analysis, charges in e, atoms 1 to 5: -0.758 0.084 -0.164 0.243 0.233

No. 2
C4H10BN | ωB97M-V/def2-TZVPD

```
16
Properties=species:S:1:pos:R:3:forces:R:3
B 1.36716 -0.04967 0.62542 -1.528 0.979 -2.179
C 0.54944 1.25983 0.11551 -1.018 -1.440 0.058
C -1.01265 1.01601 0.29123 -1.068 -2.213 -0.500
C -1.44312 -0.35404 -0.45393 0.765 2.888 2.385
C 1.65237 -1.14812 -0.42945 -1.976 0.158 0.354
N -2.23176 -1.25439 -0.13968 -1.407 -1.285 -0.023
H 0.77851 2.10901 0.67155 0.414 1.502 1.483
H 0.72811 1.63161 -0.89246 -0.012 -0.639 -0.437
H -1.44984 0.94785 1.34006 0.985 0.292 -1.116
H -1.60606 1.74639 -0.27533 0.346 0.280 0.329
H -0.91758 -0.49262 -1.33288 1.225 -0.264 -2.015
H 1.44666 -0.16685 1.73212 0.475 -0.295 2.254
H 0.73732 -1.92166 -0.25134 1.976 1.765 -0.901
H 2.56355 -1.67824 -0.34230 0.866 -0.743 0.186
H 1.64905 -0.52334 -1.34050 -0.351 -1.298 -0.303
H -2.81118 -1.12177 0.68197 0.309 0.315 0.426
```
Positions in Å, forces in eV/Å.

For the energy relative to the best compared isomer or geometry (same formula, charge and spin), the calculation gives 58.4 kcal per mole. Its structure (SMILES) is [H]/N=C\CCBC. The value obtained for the calculated total energy is -237.9370 hartree. Its HOMO-LUMO gap is 9.98 eV. As for the net charge: 0.

natural (NBO) population analysis, charges in e, atoms 1 to 5: 0.685 -0.747 -0.461 0.164 -1.014

Q: Look up the calculated total energy of the first one.
A: -990.6374 hartree

Q: The lowest calculated total energy belongs to which entry?
A: C3H8OS2

Copy entry 2 word for word.
C4H10BN | ωB97M-V/def2-TZVPD

```
16
Properties=species:S:1:pos:R:3:forces:R:3
B 1.36716 -0.04967 0.62542 -1.528 0.979 -2.179
C 0.54944 1.25983 0.11551 -1.018 -1.440 0.058
C -1.01265 1.01601 0.29123 -1.068 -2.213 -0.500
C -1.44312 -0.35404 -0.45393 0.765 2.888 2.385
C 1.65237 -1.14812 -0.42945 -1.976 0.158 0.354
N -2.23176 -1.25439 -0.13968 -1.407 -1.285 -0.023
H 0.77851 2.10901 0.67155 0.414 1.502 1.483
H 0.72811 1.63161 -0.89246 -0.012 -0.639 -0.437
H -1.44984 0.94785 1.34006 0.985 0.292 -1.116
H -1.60606 1.74639 -0.27533 0.346 0.280 0.329
H -0.91758 -0.49262 -1.33288 1.225 -0.264 -2.015
H 1.44666 -0.16685 1.73212 0.475 -0.295 2.254
H 0.73732 -1.92166 -0.25134 1.976 1.765 -0.901
H 2.56355 -1.67824 -0.34230 0.866 -0.743 0.186
H 1.64905 -0.52334 -1.34050 -0.351 -1.298 -0.303
H -2.81118 -1.12177 0.68197 0.309 0.315 0.426
```
Positions in Å, forces in eV/Å.

For the energy relative to the best compared isomer or geometry (same formula, charge and spin), the calculation gives 58.4 kcal per mole. Its structure (SMILES) is [H]/N=C\CCBC. The value obtained for the calculated total energy is -237.9370 hartree. Its HOMO-LUMO gap is 9.98 eV. As for the net charge: 0.

natural (NBO) population analysis, charges in e, atoms 1 to 5: 0.685 -0.747 -0.461 0.164 -1.014